# 1
{"formula": "C5H14O3", "method": "ωB97M-V/def2-TZVPD", "charge": -1, "spin_multiplicity": 2, "e_homo_ev": [1.116, -4.217], "s_squared": 0.75, "gap_ha": [0.08521, 0.27792], "total_energy_ev": -11550.271, "symbols": ["C", "C", "C", "C", "C", "H", "H", "H", "H", "H", "H", "H", "H", "H", "H", "O", "H", "H", "O", "H", "H", "O"], "positions_angstrom": [[-1.20596, 0.50541, -0.49792], [-0.21296, 0.06887, 0.50494], [-0.48008, -0.16671, 1.79684], [1.45575, -1.23821, -0.82734], [1.11155, -0.18858, -0.07519], [-0.67153, 1.01617, -1.20953], [-1.94538, 1.19130, -0.06490], [-1.68057, -0.42291, -0.92437], [-1.47714, 0.00298, 2.32172], [0.27619, -0.54766, 2.39382], [0.83329, -2.04669, -1.30038], [2.54791, -1.66354, -0.79488], [1.89490, 0.52391, 0.12568], [-0.66927, -2.92791, 1.26225], [-1.59408, -1.97697, 0.30335], [-1.41799, -2.84304, 0.72152], [0.56588, 3.14915, 2.21451], [0.24346, 2.16497, 3.25756], [-0.08282, 2.82063, 2.72164], [0.56661, 1.52989, -3.91122], [0.80419, 0.21571, -4.30496], [1.13805, 0.83324, -3.71313]], "mulliken_charge": [-0.9159, 0.7727, -1.4400, -0.9025, -0.3307, 0.1915, 0.2817, 0.2675, 0.1112, 0.5526, 0.2676, 0.1224, 0.2891, 0.4297, 0.2607, -0.7573, 0.2790, 0.3956, -0.8024, 0.3050, 0.2931, -0.6706]}


# 2
{"formula": "C12H21NSi", "method": "ωB97M-V/def2-TZVPD", "charge": 0, "spin_multiplicity": 1, "smiles": "C[C@@H](c1ccccc1)N(C)[Si](C)(C)C", "e_homo_ev": -8.303, "gap_ha": 0.33546, "total_energy_ev": -22151.853, "symbols": ["C", "C", "C", "C", "C", "C", "C", "C", "N", "C", "Si", "C", "C", "C", "H", "H", "H", "H", "H", "H", "H", "H", "H", "H", "H", "H", "H", "H", "H", "H", "H", "H", "H", "H", "H"], "positions_angstrom": [[-0.54457, 1.53959, 1.76112], [-0.50369, 0.35713, 0.80104], [-1.85167, -0.00641, 0.19811], [-2.64260, -0.99934, 0.84756], [-3.83116, -1.53436, 0.37018], [-4.37481, -0.97460, -0.80088], [-3.59785, -0.06724, -1.49138], [-2.40168, 0.42101, -0.98774], [0.70473, 0.61654, -0.26361], [0.75899, 1.91136, -0.70878], [2.17679, -0.36732, -0.15879], [3.01692, -0.53368, -1.91737], [1.61300, -2.10146, 0.41073], [3.52619, 0.46919, 0.99862], [-1.15576, 2.28447, 1.32985], [-1.04303, 1.23733, 2.59962], [0.42775, 2.03140, 1.98253], [-0.11572, -0.55904, 1.27710], [-2.33890, -1.34573, 1.84892], [-4.50915, -2.09627, 1.00280], [-5.30747, -1.46985, -1.15392], [-4.03887, 0.36803, -2.40315], [-1.66975, 0.96217, -1.61508], [1.49958, 2.54225, -0.22815], [0.93275, 2.05593, -1.76558], [-0.22973, 2.52472, -0.38877], [3.36151, 0.41281, -2.42009], [3.94685, -1.11223, -1.81127], [2.21400, -0.89235, -2.65395], [0.62099, -2.37698, 0.04222], [2.24932, -2.94481, 0.11427], [1.59672, -2.18709, 1.54325], [3.74224, 1.42646, 0.53401], [3.27799, 0.59841, 2.09192], [4.49013, -0.19001, 1.01466]], "mulliken_charge": [-1.5971, 0.2333, 0.1093, -0.2516, -0.6895, -0.2987, -0.6669, 0.1116, 0.4332, -1.2564, 0.2268, -1.0632, -1.1663, -1.0241, 0.5124, 0.5395, 0.2588, 0.2308, 0.2891, 0.3209, 0.3261, 0.3126, 0.2351, 0.4055, 0.3341, 0.2526, 0.3281, 0.3326, 0.2629, 0.3805, 0.3666, 0.3097, 0.2830, 0.3178, 0.3010]}


# 3
{"formula": "C2H5NO2", "method": "ωB97M-V/def2-TZVPD", "charge": 0, "spin_multiplicity": 1, "smiles": "NCC(=O)O", "e_homo_ev": -9.564, "gap_ha": 0.38111, "total_energy_ev": -7740.106, "symbols": ["N", "C", "C", "O", "O", "H", "H", "H", "H", "H"], "positions_angstrom": [[-1.23907, -0.43424, -0.48535], [-0.50467, 0.46507, 0.35610], [0.97220, 0.37052, -0.05276], [1.61156, 1.22416, -0.65154], [1.52498, -0.84089, 0.21899], [-2.19979, -0.22500, -0.40547], [-1.06939, -1.44647, -0.28605], [-0.63815, 0.09503, 1.36698], [-0.79256, 1.52946, 0.27507], [2.33489, -0.73763, -0.33597]], "mulliken_charge": [-0.6070, -0.3085, 0.5813, -0.5639, -0.4556, 0.2096, 0.2282, 0.2610, 0.3204, 0.3344]}


# 4
{"formula": "C24H24N2O7", "method": "ωB97M-V/def2-TZVPD", "charge": 0, "spin_multiplicity": 1, "smiles": "COc1ccc(C(=O)CC2(CC(=O)c3ccc(OC)cc3)C(=O)N(C)C(=O)N(C)C2=O)cc1", "e_homo_ev": -8.697, "gap_ha": 0.28505, "total_energy_ev": -42570.137, "symbols": ["C", "O", "C", "C", "C", "C", "C", "O", "C", "C", "C", "C", "O", "C", "C", "C", "C", "O", "C", "C", "C", "C", "O", "N", "C", "C", "O", "N", "C", "C", "O", "C", "C", "H", "H", "H", "H", "H", "H", "H", "H", "H", "H", "H", "H", "H", "H", "H", "H", "H", "H", "H", "H", "H", "H", "H", "H"], "positions_angstrom": [[5.38976, -2.69274, -3.40739], [3.96464, -2.26257, -3.93761], [3.07761, -2.31836, -3.09513], [3.28531, -2.52268, -1.78772], [2.12149, -2.76991, -0.96626], [0.92551, -2.53380, -1.42588], [-0.39094, -2.46346, -0.79033], [-0.12205, -2.62375, 0.54981], [-1.80421, -1.95088, -1.08024], [-1.77332, -0.41088, -0.36653], [-3.03334, 0.25601, -1.04626], [-3.75321, 1.21035, -0.13581], [-5.20907, 1.24339, -0.18921], [-2.96066, 2.08176, 0.66790], [-1.76294, 2.35105, 0.53999], [-0.91547, 3.07832, 1.26786], [-1.23132, 2.90144, 2.58813], [-0.38310, 3.50747, 3.49494], [0.88562, 4.01525, 3.42192], [-2.41957, 2.52405, 3.23742], [-3.25864, 1.73112, 2.17956], [-0.63876, 0.09053, -0.89334], [-0.64753, 0.74826, -2.34040], [0.28846, 0.31348, -0.06059], [1.55050, 1.01078, -0.51444], [0.29686, 0.22871, 1.23233], [1.17614, 0.23496, 2.06806], [-0.94349, -0.43822, 1.82315], [-0.98511, -0.58682, 3.29606], [-1.95396, -0.69867, 1.06644], [-3.18119, -1.02794, 1.46571], [0.69422, -2.01400, -3.00681], [1.84908, -2.03332, -3.77793], [5.37022, -3.59936, -3.03794], [5.98613, -2.72744, -4.22238], [5.80297, -1.91250, -2.73935], [4.09155, -2.96438, -1.13621], [2.09584, -2.99913, 0.18229], [-1.80239, -1.76209, -2.25023], [-2.44226, -2.63688, -0.59988], [-3.94764, -0.52759, -1.35314], [-3.03910, 0.85221, -1.98883], [-1.56933, 2.63929, -0.72627], [0.04842, 3.44457, 0.87050], [1.44403, 4.18658, 4.38765], [1.00481, 4.88490, 2.83324], [1.36217, 3.10841, 2.73990], [-2.54045, 2.60256, 4.14640], [-4.13609, 1.52214, 2.41566], [2.09840, 0.46421, -1.31146], [2.19851, 0.91084, 0.18801], [1.53878, 1.88788, -0.82756], [-0.71668, 0.28951, 3.67327], [-0.35105, -1.35725, 3.35705], [-2.08600, -0.77822, 3.47709], [-0.35616, -1.95617, -3.47580], [1.80801, -1.75103, -4.67942]], "mulliken_charge": [-1.0559, -0.4334, 1.0592, -0.7413, 0.4280, -0.1173, 0.2810, -0.6100, -0.9349, 1.2385, -1.1792, 0.1600, -0.6968, 0.8794, -0.1173, -0.3783, 0.3004, -0.4802, -0.5571, -1.4797, -1.0248, 0.0891, -0.7049, 1.3587, -2.0732, 0.4534, -0.5721, 0.5282, -1.4936, -0.5605, -0.7255, -0.3910, -1.0256, 0.4814, 0.3452, 0.3257, 0.3104, 0.3021, 0.3481, 0.5938, 0.2637, 0.3781, 0.2664, 0.4633, 0.2341, 0.2908, 0.1526, 0.9065, 1.0493, 0.1963, 0.8355, 0.6278, 0.5105, 0.4637, 0.3771, 0.0607, 0.7938]}